60
Properties=species:S:1:pos:R:3:forces:R:3:nbo_charge:R:1 method="wB97M-V/def2-TZVPD" homo_lumo_gap_ev=5.82 homo_ev=-12.47 spin_multiplicity=1 total_charge=+1
H 4.628 0.289 5.954 0.0 -0.1 0.1 0.222
H 4.604 2.947 -5.666 -1.2 -0.7 1.4 0.319
O -4.381 -1.186 -0.006 0.4 0.1 0.2 -0.497
C 3.360 3.399 -1.224 1.4 -0.3 1.1 -0.852
H -5.150 -2.989 -2.626 0.0 -0.1 -0.1 0.214
H -3.415 -2.900 -2.375 0.0 -0.1 -0.1 0.227
H -4.107 -4.329 -3.157 0.0 0.1 -0.1 0.223
Br 1.696 0.597 -3.566 0.5 1.3 -0.3 0.196
C 2.880 -1.532 4.632 0.0 0.3 0.4 0.982
O -2.180 -0.899 -3.446 -0.1 0.3 -0.2 -0.667
C -3.477 -0.682 0.850 0.0 -0.3 0.3 0.984
C -2.380 -1.059 3.659 -0.3 0.2 0.1 -0.642
H 3.433 2.276 -1.049 -0.4 1.4 -0.5 0.285
C 3.944 0.307 6.806 0.1 0.1 -0.3 -0.640
C -3.237 -0.456 -3.832 -0.6 -0.3 0.0 0.989
H -5.889 -0.690 -1.298 0.2 -0.2 0.1 0.199
I 6.902 3.505 -3.541 -1.0 -0.6 -0.4 0.227
C 3.146 -0.979 6.900 0.4 0.2 0.5 -0.073
H 4.531 0.465 7.713 -0.1 0.0 0.0 0.223
O -3.352 0.482 1.143 0.0 -0.3 -0.3 -0.648
H -3.059 -2.799 -4.877 0.0 0.2 0.1 0.189
H -4.793 -2.977 -5.108 0.0 0.4 0.0 0.198
C 4.202 2.211 -4.872 2.0 -0.6 -0.6 -0.692
O 0.909 3.889 -2.250 4.2 -1.5 -2.1 -0.810
O -3.611 0.833 -3.792 0.2 -0.4 -0.1 -0.492
C -4.184 -3.243 -3.071 0.1 0.2 0.3 -0.641
H 4.180 1.184 -5.403 -0.3 1.5 1.0 0.322
O 2.281 -1.138 5.767 0.0 -0.3 -0.6 -0.494
H 3.069 -2.819 2.401 0.0 0.2 0.1 0.205
S 2.359 3.896 -2.699 -3.4 6.5 4.9 1.829
H -1.087 -2.206 2.395 -0.2 -0.1 -0.2 0.191
O 4.056 -1.762 4.491 -0.5 0.0 -0.1 -0.639
O 1.944 -1.599 3.669 0.1 0.0 0.2 -0.501
C 5.264 2.093 -3.679 -0.4 -3.0 3.2 0.374
H 3.278 1.162 6.659 0.0 -0.1 0.2 0.210
H -3.001 -1.899 3.983 0.2 0.0 0.0 0.216
H -1.158 -0.506 1.948 -0.2 0.0 0.0 0.184
C -2.660 1.691 -3.164 0.1 0.4 0.2 -0.256
H -4.754 0.628 -0.973 0.0 -0.1 0.2 0.189
H -2.615 1.477 -2.094 0.1 0.0 -0.1 0.197
C -4.033 -2.584 -4.429 0.0 -0.8 0.1 -0.072
H 3.796 -1.851 7.013 -0.1 0.1 -0.2 0.197
H 2.854 3.908 -0.318 0.3 -0.8 -1.8 0.317
H -1.607 -0.877 4.409 0.0 -0.1 -0.1 0.225
S 2.461 2.557 -4.339 0.2 -1.9 -1.4 0.496
H 1.628 -2.064 1.702 -0.1 0.1 0.3 0.190
O 2.790 5.283 -3.094 -0.1 -4.5 -0.2 -0.796
C -5.287 -0.212 -0.524 -0.4 0.2 -0.3 -0.258
C 2.469 -1.907 2.379 0.0 -0.1 -0.4 -0.256
O 5.171 1.204 -2.795 -0.1 3.7 -3.9 -0.502
O -2.756 -1.704 1.342 -0.2 0.3 -0.5 -0.496
H -5.954 0.135 0.268 0.2 0.1 -0.1 0.196
H -3.030 -0.182 3.618 0.2 0.0 -0.1 0.226
O -4.250 -1.169 -4.347 0.5 0.6 0.1 -0.489
H 2.501 -0.941 7.781 -0.2 -0.1 -0.3 0.196
H 3.061 -1.066 2.008 0.1 -0.1 0.1 0.178
H -1.672 1.588 -3.619 -0.1 -0.1 0.1 0.173
C -1.757 -1.348 2.307 0.3 0.1 0.6 -0.069
H -2.996 2.720 -3.298 -0.2 -0.2 -0.1 0.205
H 4.431 3.828 -1.264 -1.8 -0.6 -0.5 0.286

***

59
Properties=species:S:1:pos:R:3:forces:R:3:nbo_charge:R:1 method="wB97M-V/def2-TZVPD" relative_energy_kj_mol=2112.1 homo_lumo_gap_ev=8.21 homo_ev=-7.74 smiles="CCOc1ccc(C(=O)NCC(=O)NCCCn2nc(C)cc2C)cc1OCC" spin_multiplicity=1 total_charge=0
H 0.150 -1.373 2.338 0.2 0.9 0.9 0.268
C 2.588 1.486 -0.956 1.8 8.0 -0.1 -0.219
C 1.048 2.655 0.470 -9.7 10.8 11.3 0.318
H -6.088 -1.115 1.930 -1.3 -0.8 0.2 0.210
H 0.272 -0.747 -1.370 4.8 3.2 -1.7 0.160
N 1.954 -2.695 -1.079 5.5 -2.7 3.1 -0.552
H 2.445 4.180 0.433 0.9 0.5 0.0 0.235
H -2.871 3.642 -1.634 -4.9 6.2 1.1 0.208
H 1.625 -2.084 -1.661 -1.6 4.2 -5.0 0.396
C -2.821 -1.366 -0.588 0.6 -2.1 -0.3 0.234
H -4.432 -1.317 1.986 4.3 -2.0 3.1 0.199
H -3.665 1.191 -1.795 0.3 1.6 0.1 0.224
H -5.218 -2.395 -0.062 0.5 1.9 -1.1 0.200
O 1.266 -3.613 1.039 1.7 3.1 -5.2 -0.721
C -1.455 -3.156 0.294 1.5 2.1 -2.0 -0.251
C 1.431 3.984 0.202 -3.6 4.5 0.7 -0.665
H -1.202 3.130 -1.197 -2.8 -0.1 -2.0 0.200
O 5.462 -1.976 -0.858 4.7 0.6 -0.8 -0.559
N 1.144 0.566 0.768 8.8 -4.4 -8.1 -0.418
C 1.156 -2.887 -0.132 -8.3 -5.9 10.5 0.646
C -5.153 -0.870 1.515 -2.2 0.1 -5.1 -0.610
H 3.963 0.640 1.603 -1.1 1.0 2.4 0.209
C -5.075 -1.253 -0.052 -2.9 0.8 1.8 -0.088
C -2.262 2.966 -1.862 9.1 -6.3 -0.9 -0.624
H -0.443 0.092 3.707 1.2 -1.6 -3.0 0.248
H -3.430 -3.147 0.645 0.3 0.6 -1.6 0.214
C 0.169 2.167 1.872 3.6 0.4 -5.9 -0.431
H -2.940 1.442 -0.151 0.7 1.6 -2.9 0.208
C 3.382 -2.918 -0.752 -2.4 12.5 -12.1 -0.281
H 4.690 1.224 -1.358 1.2 -0.4 -1.4 0.217
C -0.527 -1.228 -1.140 -6.7 -7.3 5.6 -0.234
H -5.156 0.149 1.468 0.7 2.9 0.6 0.202
C 4.371 -1.802 -0.519 -6.6 1.8 2.4 0.698
C -0.229 -0.355 2.581 -4.4 2.1 -1.3 -0.646
O -1.766 0.478 -1.784 -2.2 6.7 -1.6 -0.559
C -1.815 -0.643 -1.207 5.5 -4.4 1.8 0.333
H 2.501 2.478 -1.643 -0.1 -2.3 1.1 0.207
H 3.435 -3.539 -0.190 0.5 -12.5 13.6 0.202
C 4.042 1.483 -0.593 -0.3 2.1 6.9 -0.399
H 1.151 4.072 -0.806 0.5 0.9 -2.0 0.223
C 4.237 0.347 0.665 7.0 6.8 -3.7 -0.186
H -1.442 -0.445 2.135 3.3 0.2 1.3 0.203
H 2.293 0.723 -1.506 -1.6 -3.7 -2.1 0.212
H 4.377 2.500 0.014 -0.8 -2.0 -2.2 0.189
H -1.946 2.708 -2.942 -0.8 1.2 1.5 0.243
H 0.661 4.814 0.673 2.2 -2.2 -0.7 0.229
H -1.059 -3.920 0.697 0.8 -6.5 4.0 0.241
O -3.944 -0.670 -0.781 -4.0 -2.0 2.0 -0.511
C -2.640 -2.710 -0.041 -5.9 3.5 1.4 -0.290
H 2.704 -0.851 0.339 0.9 0.2 -0.1 0.442
H -6.033 -0.661 -0.331 1.7 -1.5 -0.8 0.196
H 5.401 0.308 0.583 -1.8 -0.3 0.8 0.205
N 3.711 -0.689 0.147 -2.8 -10.1 -3.0 -0.699
N 1.696 1.785 0.140 5.0 -16.2 -3.5 -0.192
C -2.790 1.716 -1.344 -0.7 -6.4 2.4 -0.060
H 3.722 -3.499 -1.512 1.5 -0.9 -3.2 0.219
H -0.597 2.765 2.165 -2.2 1.3 1.2 0.197
C -0.393 -2.567 -0.166 6.4 8.5 -8.0 -0.036
C 0.341 0.798 1.604 -6.2 1.8 9.1 0.196

***

63
Properties=species:S:1:pos:R:3:forces:R:3:nbo_charge:R:1 method="wB97M-V/def2-TZVPD" relative_energy_kj_mol=0.0 homo_lumo_gap_ev=6.35 homo_ev=-13.87 spin_multiplicity=1 total_charge=+2
H 3.300 0.408 -3.064 0.0 0.1 0.0 0.183
C 4.063 -0.675 -4.751 0.0 0.0 0.0 -0.393
C -0.206 0.243 -1.969 0.2 0.1 -0.5 -0.569
H 2.899 4.583 2.691 0.0 0.0 0.0 0.231
C 2.489 4.407 3.676 0.0 0.0 0.0 -0.178
C 1.554 3.387 3.875 -0.1 -0.1 0.0 -0.142
H 1.242 1.501 -3.005 0.1 0.0 0.0 0.253
H 4.249 -0.997 -2.637 0.0 0.0 -0.1 0.206
N -1.436 -0.748 0.370 0.0 0.0 0.4 -0.633
C -0.743 1.907 -3.656 0.0 -0.2 0.2 0.447
H 0.308 -2.395 -1.151 0.1 -0.1 0.1 -0.108
C 4.690 0.315 1.685 0.0 0.0 0.0 -0.622
C 2.274 -0.665 0.074 -0.6 0.3 0.1 -0.882
N 3.093 6.416 8.008 0.0 0.0 0.0 -0.214
F -3.770 0.261 -2.718 0.0 0.0 0.0 -0.281
H 3.300 -0.323 -5.453 0.0 0.0 0.0 0.202
C 5.327 0.162 -4.887 0.0 0.0 0.0 -0.606
C 4.287 -1.148 1.544 0.0 -0.1 0.0 -0.401
C 2.215 -1.476 -3.205 0.2 0.2 0.0 -0.797
Ge 1.242 -1.247 -1.540 -0.6 -0.1 -0.7 1.310
C 0.782 1.869 1.846 -0.1 0.2 0.2 -0.867
H -2.800 2.055 -4.274 0.0 0.0 0.0 0.286
C -3.156 -1.798 -0.886 0.0 -0.1 0.0 -0.203
C 3.492 -0.635 -3.336 0.0 -0.1 0.0 -0.398
C 2.761 5.770 7.118 0.0 0.0 0.0 0.234
H 3.605 5.984 4.602 0.0 0.0 0.0 0.250
H 5.730 0.105 -5.896 0.0 0.0 0.0 0.237
C -3.536 -2.509 0.246 -0.1 0.0 -0.2 -0.077
H 5.300 0.644 0.842 0.0 0.0 0.0 0.215
H 5.133 1.215 -4.670 0.0 0.0 0.0 0.204
C -2.480 0.574 -2.757 -0.1 0.2 -0.1 0.438
H -3.148 -2.850 2.341 0.0 0.0 0.0 0.265
Sc 0.203 0.652 0.334 0.3 0.0 0.0 1.872
H -3.674 -1.932 -1.822 0.0 0.0 0.0 0.264
C 2.348 4.957 6.007 0.0 0.0 0.0 -0.105
H 1.006 3.775 7.198 0.0 0.0 0.0 0.251
H 0.290 2.369 5.293 0.0 0.0 0.0 0.229
H 2.540 0.410 0.043 0.1 0.0 0.0 0.254
H 5.173 -1.783 1.602 0.0 0.0 0.0 0.240
C -2.866 -2.320 1.443 0.1 0.1 0.1 -0.221
H 3.826 0.981 1.766 0.0 0.0 0.0 0.192
H 1.497 -1.202 -3.983 0.0 0.0 0.0 0.250
C 2.884 5.191 4.742 0.0 0.0 0.0 -0.149
H 1.734 -0.833 1.036 0.0 0.0 -0.1 0.231
H -1.261 -1.240 2.378 0.0 0.0 0.0 0.228
C 1.016 3.158 5.147 0.0 0.0 0.0 -0.174
H 2.420 -2.540 -3.330 0.0 0.0 0.1 0.265
H 4.271 -1.715 -5.017 0.0 0.0 0.0 0.213
F -0.343 2.863 -4.472 0.1 0.0 0.0 -0.268
C 0.199 1.249 -2.864 0.0 -0.1 0.1 -0.264
C -2.079 1.561 -3.634 0.0 0.2 -0.2 -0.271
C 1.413 3.941 6.211 0.0 0.0 0.0 -0.159
C -1.816 -1.427 1.466 -0.1 -0.1 0.0 0.077
H 5.278 0.461 2.590 0.0 0.0 0.0 0.246
H 4.227 -1.231 -0.617 0.0 0.0 0.1 0.227
C -1.598 -0.050 -1.895 0.4 -0.5 0.7 -0.101
H 6.104 -0.182 -4.203 0.0 0.0 0.0 0.210
H 3.353 -2.533 0.164 0.0 0.0 0.1 0.229
H -4.360 -3.208 0.189 0.0 0.0 0.0 0.260
H 3.647 -1.448 2.379 0.0 0.0 0.0 0.204
C -2.095 -0.917 -0.798 -0.1 0.0 -0.1 0.210
C 1.140 2.572 2.787 0.0 0.0 0.0 0.350
C 3.582 -1.467 0.230 -0.1 0.0 -0.2 -0.383

***

17
Properties=species:S:1:pos:R:3:forces:R:3:nbo_charge:R:1 method="wB97M-V/def2-TZVPD" relative_energy_kj_mol=259.1 homo_lumo_gap_ev=10.31 homo_ev=-9.28 smiles=COC[C@H]1C[C@H]1O spin_multiplicity=1 total_charge=0
C -1.989 -0.444 -0.252 -0.1 -0.1 0.0 -0.458
O 1.173 -0.802 0.329 0.0 -0.1 0.0 -0.560
O -0.726 0.638 1.633 0.1 -0.2 0.1 -0.708
H -1.859 1.698 0.313 0.1 -0.1 0.0 0.190
H -2.950 -0.347 -0.750 0.2 0.0 0.1 0.217
C -0.757 0.181 -0.878 0.1 0.0 -0.1 -0.304
H -0.936 0.775 -1.773 0.0 -0.1 0.2 0.219
H 0.384 -1.585 -1.357 0.0 0.1 0.0 0.191
H 2.467 -0.019 1.674 0.0 0.1 -0.1 0.197
C 0.555 -0.589 -0.934 -0.1 0.0 -0.2 -0.061
H -0.134 -0.130 1.573 -0.1 0.1 0.1 0.483
H -1.839 -1.396 0.256 0.0 0.1 -0.1 0.215
H 1.591 1.205 0.723 0.1 -0.1 0.0 0.187
H 1.260 -0.062 -1.594 -0.1 -0.1 0.1 0.175
H 2.919 0.260 -0.029 -0.1 0.0 0.1 0.171
C 2.082 0.225 0.681 0.2 0.1 0.1 -0.263
C -1.349 0.742 0.394 -0.2 0.2 -0.1 0.110

***

45
Properties=species:S:1:pos:R:3:forces:R:3:nbo_charge:R:1 method="wB97M-V/def2-TZVPD" relative_energy_kj_mol=146.2 homo_lumo_gap_ev=3.13 homo_ev=-1.33 spin_multiplicity=1 total_charge=-2
P -1.667 2.072 -3.109 2.1 0.9 1.3 2.435
S -3.447 -2.471 -1.833 -0.9 -1.5 0.8 2.608
H 3.213 3.151 -0.572 0.6 0.0 0.5 0.164
O 2.283 3.575 1.201 0.1 0.7 3.6 -0.562
H -0.833 -4.692 -0.274 -0.2 0.3 0.0 0.213
H 1.068 1.405 -1.816 -0.5 0.0 -0.4 0.422
H 0.256 3.363 1.340 -0.4 0.2 0.0 0.189
O -2.824 2.472 -2.196 -0.1 0.1 -1.1 -0.860
O 0.121 -2.795 -0.063 0.3 -0.3 -0.8 -0.550
H -1.321 -2.931 1.327 -0.6 0.6 0.2 0.194
H -0.506 -0.956 3.617 0.3 -0.3 0.4 0.179
H -1.216 0.808 0.535 1.0 0.5 0.1 0.373
C -0.310 -0.893 1.468 -1.6 0.6 -0.2 -0.078
H 0.309 -3.010 1.893 0.2 0.4 0.8 0.146
C -0.347 -2.452 1.224 0.4 0.1 -0.4 -0.054
H -0.762 0.606 3.004 0.1 0.2 -0.5 0.198
O -3.056 -1.138 -1.452 0.9 4.0 1.0 -1.001
H 4.074 0.775 0.271 -0.2 0.3 -1.0 0.198
In -0.257 -1.101 -2.398 -1.2 0.0 0.5 0.816
H 0.995 1.262 0.457 0.1 0.3 0.3 0.203
C 1.945 1.473 -0.034 0.0 0.9 -1.7 -0.092
N 1.817 0.930 -1.333 0.0 0.1 -1.8 -0.857
H 0.607 -4.411 -1.272 -0.2 0.4 -0.1 0.194
C 2.255 3.039 -0.065 -0.6 -1.8 -0.6 -0.069
O -4.026 -2.398 -3.146 -1.0 -0.3 -2.1 -1.004
H 0.807 -4.671 0.438 0.1 -0.2 0.4 0.133
H 2.818 -0.423 0.630 -0.3 0.1 -0.6 0.222
H -2.008 -0.590 2.938 -0.2 -0.2 -0.8 0.212
C 0.148 -4.219 -0.303 0.2 0.9 0.3 -0.242
O -1.875 0.763 -3.856 -0.5 -0.2 -0.1 -0.872
H 0.994 2.364 2.515 0.8 -0.3 0.0 0.169
O -1.140 3.213 -4.016 -1.1 -0.7 0.7 -0.936
C 1.100 3.335 2.030 -0.2 0.1 -1.9 -0.265
O -2.200 -3.227 -1.839 1.8 -1.7 -0.2 -1.121
H 3.040 0.996 1.564 0.4 -0.2 0.8 0.187
H -2.063 -0.445 0.611 -0.4 -0.8 -0.8 0.387
H 0.919 4.091 2.794 0.7 0.3 -0.2 0.179
H 2.649 1.172 -1.852 0.5 -0.3 -0.2 0.323
O -0.469 1.728 -2.137 -1.1 0.2 -0.8 -1.030
H 1.626 3.692 -0.671 -0.9 -0.7 -0.4 0.184
N -1.098 -0.192 0.450 -0.1 -0.8 -1.2 -0.832
C 3.024 0.643 0.533 1.0 0.3 3.8 -0.617
H 0.696 -0.474 1.478 0.2 -0.6 -0.3 0.191
C -0.943 -0.441 2.761 0.5 -0.8 2.4 -0.613
O -4.392 -2.999 -0.841 -0.3 -0.4 0.3 -1.060

***

14
Properties=species:S:1:pos:R:3:forces:R:3:nbo_charge:R:1 method="wB97M-V/def2-TZVPD" relative_energy_kj_mol=159.6 homo_lumo_gap_ev=10.35 homo_ev=-9.16 smiles="C=CC.C" spin_multiplicity=1 total_charge=0
C 0.107 1.620 0.681 -0.1 0.0 0.4 -0.438
H -0.827 2.093 0.382 0.1 0.0 0.1 0.191
H -1.827 -0.233 0.246 0.2 0.0 0.2 0.217
H 1.005 2.230 0.674 -0.1 0.0 0.1 0.202
H 1.024 -1.509 -0.935 -0.1 0.4 -0.1 0.203
H -0.198 -0.866 -2.061 0.2 -0.1 -0.2 0.208
H -1.459 -0.541 1.952 -0.2 -0.2 0.0 0.229
H 1.116 -0.165 1.122 -0.2 0.2 0.2 0.202
H 0.539 0.254 -0.919 0.2 -0.9 -0.7 0.243
C 0.154 0.315 0.936 -0.1 0.5 0.6 -0.150
H 1.531 -0.353 -2.193 0.1 -0.3 -0.4 0.211
C -1.053 -0.581 0.940 -0.1 0.1 0.1 -0.663
C 0.723 -0.634 -1.527 0.1 0.1 -0.4 -0.874
H -0.835 -1.629 0.702 0.1 0.3 0.1 0.219

***

11
Properties=species:S:1:pos:R:3:forces:R:3:nbo_charge:R:1 method="wB97M-V/def2-TZVPD" relative_energy_kj_mol=408.0 homo_lumo_gap_ev=10.16 homo_ev=-9.29 smiles="[H]/N=C/N(C)O" spin_multiplicity=1 total_charge=0
N -1.069 1.495 0.689 -1.6 0.6 -1.0 -0.687
H 2.090 -1.026 0.119 -1.3 -0.2 0.7 0.473
C -0.080 0.792 0.907 1.5 -1.0 0.2 0.276
H -1.549 1.947 1.451 0.5 0.1 0.4 0.365
C -0.246 -0.593 -1.132 -1.7 0.1 -2.5 -0.479
H 0.486 0.605 1.824 -0.3 0.3 0.3 0.159
N 0.589 0.058 -0.110 -2.6 0.9 -1.4 -0.198
H 0.428 -0.573 -2.207 -2.2 -0.5 3.1 0.208
H -1.269 0.037 -1.307 2.6 -1.5 0.4 0.238
O 1.157 -1.017 0.470 4.1 -1.9 1.4 -0.573
H -0.536 -1.726 -0.705 0.8 3.1 -1.5 0.217